Entry one
Below is a 2-piece molecular cluster, C2H6NO overall, with properties calculated with ωB97M-V/def2-TZVPD.

Geometry as ORCA input:
```
! wB97M-V def2-TZVPD RIJCOSX def2/J DEFGRID3
* xyz 0 2
O 1.611 -1.033 0.062
H 0.467 -0.598 1.650
C 1.155 -1.294 1.145
H -0.233 2.160 -0.296
H 1.418 -2.243 1.638
N -0.198 1.185 -0.512
H -2.188 1.164 -1.186
H 0.615 0.616 -0.312
C -1.327 0.548 -0.989
H -1.318 -0.504 -1.200
*
```

Calculated values
LUMO (spin up / spin down)	0.56 / 0.54	eV
<S²>	0.753
orbital gap (spin up / spin down)	6.4 / 11.0	eV

***

Entry two
Below is C2H6NO in the gas phase, with properties calculated with ωB97M-V/def2-TZVPD.

Geometry as ORCA input:
```
! wB97M-V def2-TZVPD RIJCOSX def2/J DEFGRID3
* xyz 0 2
O 0.590 -1.727 0.099
H 0.837 1.379 1.179
H -0.028 -0.699 -1.584
H 0.342 2.230 -0.001
C -0.373 -0.853 -0.551
H -1.268 -1.474 -0.649
C -0.543 0.430 0.155
H -1.471 0.599 0.698
H 1.297 -1.162 0.434
N 0.618 1.275 0.220
*
```

Calculated values
LUMO (spin up / spin down)	1.00 / 0.21	eV
<S²>	0.754
orbital gap (spin up / spin down)	9.4 / 10.2	eV

***

Short version: entry two is the most stable of them.

***

Entry one
Below is an isolated ion of composition C7H15N2 and charge +1, with properties calculated with ωB97M-V/def2-TZVPD.

Geometry as ORCA input:
```
! wB97M-V def2-TZVPD RIJCOSX def2/J DEFGRID3
* xyz 1 1
H -4.366 1.375 -0.046
H 3.064 -0.471 -1.580
H 1.416 0.387 -2.192
H 2.125 -1.072 0.785
H -2.871 2.122 -0.753
N -2.728 0.921 0.836
C 0.224 -2.292 -0.119
H -0.244 0.158 2.198
H -0.852 -1.594 1.936
C -3.418 1.812 0.135
H -0.747 -2.678 -0.003
H -3.447 2.818 0.557
H 0.967 -2.869 0.414
C -0.786 -0.582 1.495
C 0.228 -0.741 0.183
H 1.399 1.715 -0.189
H -0.116 -0.186 -0.687
H 0.444 -2.394 -1.097
C 2.032 0.834 -0.179
C -1.982 0.087 1.213
H 2.916 1.279 -2.127
H 2.846 1.274 0.406
N 1.506 -0.342 0.499
C 2.391 0.441 -1.685
*
```

Calculated values
LUMO	-3.83	eV
SMILES string	CCN[C@@H](C)CC#[N+]C
orbital gap	8.5	eV

***

Entry two
Below is C7H15N2 as an isolated structure, with properties calculated with ωB97M-V/def2-TZVPD.

Geometry as ORCA input:
```
! wB97M-V def2-TZVPD RIJCOSX def2/J DEFGRID3
* xyz 1 1
C 1.153 -0.635 -1.850
H -0.575 -0.857 -2.768
H -1.135 1.522 2.838
H 0.883 -0.198 3.885
C 0.911 -0.681 2.815
H -2.789 0.885 -0.929
H -0.850 -1.759 0.649
C -0.756 1.126 1.849
H 1.305 1.360 -1.414
N -0.212 -0.174 1.968
H -1.281 1.733 -0.926
H 1.835 -0.465 2.258
H -0.004 1.788 1.284
H 1.951 -0.039 -0.113
C -1.784 0.537 0.817
H 1.340 -1.713 -1.759
H 0.882 -1.755 2.971
H 0.360 0.578 -3.352
H 0.788 -0.851 -4.000
C -0.804 -0.731 0.999
N -1.972 1.054 -0.458
C 0.350 -0.420 -3.139
C 1.478 0.354 -0.981
H -2.690 0.328 1.306
*
```

Calculated values
LUMO	-3.99	eV
orbital gap	9.0	eV

***

Short version: entry one is the most stable of them.

***

Entry one
Below is an isolated ion of composition ClHNO2S and charge -1, with properties calculated with ωB97M-V/def2-TZVPD.

Geometry as ORCA input:
```
! wB97M-V def2-TZVPD RIJCOSX def2/J DEFGRID3
* xyz -1 1
O 1.065 0.848 0.821
N 1.184 -0.005 -0.315
Cl -2.308 -1.435 0.007
S -0.448 0.300 0.279
H 1.523 -0.944 -0.209
O -1.016 1.235 -0.583
*
```

Calculated values
LUMO	4.10	eV
orbital gap	8.3	eV

***

Entry two
Below is a 2-piece molecular cluster, ClHNO2S overall, with properties calculated with ωB97M-V/def2-TZVPD.

Geometry as ORCA input:
```
! wB97M-V def2-TZVPD RIJCOSX def2/J DEFGRID3
* xyz -1 1
H -0.075 0.548 -1.610
N -0.741 0.305 -0.845
O -0.599 2.827 1.683
Cl 2.075 1.505 1.869
S 0.262 2.030 0.756
O 0.910 2.792 -0.293
*
```

Calculated values
LUMO (spin up / spin down)	2.90 / 2.80	eV
orbital gap (spin up / spin down)	7.4 / 7.3	eV

***

Entry three
Below is an isolated ion of composition ClHNO2S and charge -1, with properties calculated with ωB97M-V/def2-TZVPD.

Geometry as ORCA input:
```
! wB97M-V def2-TZVPD RIJCOSX def2/J DEFGRID3
* xyz -1 1
O -1.002 -1.167 0.899
N 1.225 0.200 0.701
Cl -1.366 1.348 -0.220
S -0.165 -0.338 0.027
H 1.525 0.753 -0.007
O -0.216 -0.796 -1.399
*
```

Calculated values
LUMO	3.93	eV
SMILES string	N=[S@](=O)([O-])Cl
orbital gap	8.8	eV

***

Short version: entry three is the most stable of them.

***

Entry one
Below is a 2-piece molecular cluster, C2H4F2Si overall, with properties calculated with ωB97M-V/def2-TZVPD.

Geometry as ORCA input:
```
! wB97M-V def2-TZVPD RIJCOSX def2/J DEFGRID3
* xyz 0 1
F -1.567 -1.582 -0.473
H 2.103 1.943 -0.751
H -1.710 0.048 1.546
H -3.583 -0.914 0.027
H -2.213 0.689 -0.705
C 2.994 0.033 -0.031
Si -2.234 -0.371 0.317
F 3.707 -0.860 0.538
C 2.503 1.015 -0.469
*
```

Calculated values
LUMO	0.66	eV
SMILES string	F[SiH3].C#CF
orbital gap	11.4	eV

***

Entry two
Below is a 2-piece molecular cluster, C2H4F2Si overall, with properties calculated with ωB97M-V/def2-TZVPD.

Geometry as ORCA input:
```
! wB97M-V def2-TZVPD RIJCOSX def2/J DEFGRID3
* xyz 0 1
C 1.530 -0.043 0.015
H -2.258 -0.344 -0.993
H -1.501 1.811 -0.494
C 0.289 -0.479 -0.039
H -1.767 0.382 1.541
F 2.593 -0.888 -0.043
H 0.485 -2.139 -0.119
F 2.024 1.200 0.150
Si -1.395 0.501 -0.019
*
```

Calculated values
LUMO	-0.01	eV
orbital gap	10.1	eV

***

Short version: entry one is the most stable of them.

***

Entry one
Below is C20H32ClN3O2S in the gas phase, with properties calculated with ωB97M-V/def2-TZVPD.

Geometry as ORCA input:
```
! wB97M-V def2-TZVPD RIJCOSX def2/J DEFGRID3
* xyz 0 1
H 4.624 2.603 -1.912
C 5.283 3.366 1.328
H 2.774 3.604 -0.953
H -1.389 -1.571 0.216
H -1.112 -0.797 1.761
H 3.764 5.691 -1.422
H 4.795 3.811 2.187
H 0.952 -5.070 1.453
H -0.601 0.639 -0.264
H 1.311 5.500 -1.536
C 1.650 5.596 0.648
C 6.593 2.908 1.416
C 2.674 8.047 -1.260
C 1.051 0.725 1.086
C 6.464 2.228 -0.882
C 0.127 -0.056 0.165
H 4.607 7.970 -0.406
C 3.876 5.969 -0.356
H 6.819 2.537 3.520
H -0.284 8.903 0.352
C -0.479 -3.506 1.913
H 0.705 -0.466 -0.672
H 3.344 7.751 0.780
H 0.489 1.168 1.909
H 2.738 9.134 -1.320
C 0.917 5.991 -0.643
C 7.354 3.031 2.708
N 1.699 1.804 0.360
H 2.859 7.629 -2.251
H -0.151 5.773 -0.583
H 0.830 -2.722 0.397
C 4.570 3.259 0.141
O 2.277 2.962 2.211
H 1.624 6.445 1.330
N 3.024 5.135 0.492
H -1.240 -3.857 1.208
N 0.644 8.497 0.354
H 4.911 5.742 -0.101
H 1.170 -4.344 3.044
H -1.021 -3.136 2.788
C 0.421 -4.666 2.318
C -0.603 -1.192 0.876
C 2.323 2.818 1.005
C 3.133 3.746 0.085
H 8.344 2.585 2.630
O 0.199 7.999 -2.154
C 3.649 7.477 -0.231
H 7.474 4.079 2.988
C 0.295 -2.356 1.281
S 0.950 7.758 -0.937
Cl 7.213 1.510 -2.279
C 5.161 2.685 -0.976
H -0.150 -5.480 2.767
H 1.868 1.684 -0.625
H 1.062 -2.017 1.984
H 8.201 1.966 0.335
H 1.807 0.072 1.532
H 1.090 4.811 1.150
C 7.183 2.333 0.295
*
```

Calculated values
LUMO	0.43	eV
SMILES string	CCCCCCNC(=O)[C@H](c1cc(C)cc(Cl)c1)N1CCC[S@@](=N)(=O)CC1
orbital gap	9.4	eV

***

Entry two
Below is C20H32ClN3O2S in the gas phase, with properties calculated with ωB97M-V/def2-TZVPD.

Geometry as ORCA input:
```
! wB97M-V def2-TZVPD RIJCOSX def2/J DEFGRID3
* xyz 0 1
C -4.006 -0.586 -7.210
H -1.164 1.345 1.551
C -3.929 -2.046 -7.646
H -2.082 2.070 3.831
O -3.487 -4.509 -6.814
C 0.745 2.792 -5.782
H -2.869 5.182 -5.500
C -0.213 0.185 -0.887
C -2.069 5.108 -4.761
H -0.281 2.298 -1.230
C 0.404 1.576 -0.775
H -3.390 -1.324 -3.388
H -1.894 -0.659 -6.822
H 0.431 4.905 -5.847
H -2.535 5.092 -3.776
C -1.250 3.866 -4.988
N -2.866 -0.140 -5.001
H -1.148 3.008 1.009
H -3.113 -3.474 -4.304
C -2.770 -0.088 -6.460
H 0.321 -0.340 -2.866
C -3.520 -1.329 -4.467
H 1.325 2.880 0.661
H -4.595 -1.251 -4.632
H -5.819 -3.808 -5.259
H -4.735 -2.303 -8.334
H 1.310 1.198 1.143
H -1.458 6.006 -4.839
H -1.211 3.286 4.764
H -2.725 2.528 -4.169
H -0.830 -0.653 -4.687
C -3.046 -2.670 -5.041
H 0.837 0.658 -5.625
C 0.249 1.547 -5.435
H -2.580 0.950 -6.734
N -5.570 -3.163 -6.005
C -1.008 1.465 -4.854
H -2.974 -2.265 -8.128
N -0.476 -0.189 -2.268
S -4.097 -3.269 -6.370
H -4.089 -0.002 -8.128
H 0.404 3.595 2.880
C -0.215 2.694 2.923
C -1.568 0.123 -4.410
H 0.394 1.928 3.412
C 0.706 1.978 0.666
H -2.019 -2.657 -5.409
C 0.014 3.946 -5.566
C -1.463 2.966 3.753
H -1.171 0.146 -0.374
H -2.073 3.748 3.296
C -1.750 2.619 -4.633
Cl 2.323 2.904 -6.507
H 1.325 1.599 -1.366
C -1.628 0.200 -2.876
H -4.920 -0.400 -6.644
H 0.443 -0.564 -0.438
O -2.596 0.615 -2.272
C -0.540 2.243 1.504
*
```

Calculated values
LUMO	0.48	eV
SMILES string	CCCCCCNC(=O)[C@H](c1cc(C)cc(Cl)c1)N1CCC[S@@](=N)(=O)CC1
orbital gap	9.5	eV

***

Short version: entry two is the most stable of them.

***

Entry one
Below is a 4-piece molecular cluster, H10NO3 overall, with properties calculated with ωB97M-V/def2-TZVPD.

Geometry as ORCA input:
```
! wB97M-V def2-TZVPD RIJCOSX def2/J DEFGRID3
* xyz 1 1
O 2.099 1.242 -0.109
O -1.305 -1.360 -2.387
H 0.569 0.284 0.109
H -0.802 -0.082 3.625
H -0.561 -0.245 -1.019
H 2.440 1.198 -1.007
H 2.658 1.833 0.405
H -1.019 0.414 0.452
O -0.704 0.293 2.741
H -1.245 -0.798 -3.175
H 0.140 0.766 2.803
N -0.335 -0.186 -0.020
H -0.426 -1.132 0.339
H -1.509 -2.227 -2.756
*
```

Calculated values
LUMO	-3.24	eV
orbital gap	12.5	eV

***

Entry two
Below is a 4-piece molecular cluster, H10NO3 overall, with properties calculated with ωB97M-V/def2-TZVPD.

Geometry as ORCA input:
```
! wB97M-V def2-TZVPD RIJCOSX def2/J DEFGRID3
* xyz 1 1
H -0.218 0.075 3.563
H 0.217 -0.586 1.371
O 0.379 2.115 -1.828
H -0.575 -0.882 -0.127
N 0.328 -0.687 0.333
O 0.418 -0.501 3.109
H 0.985 -1.444 0.105
H 0.808 -0.927 3.889
O -1.172 -0.851 -1.943
H 0.292 2.586 -0.980
H 0.209 2.908 -2.387
H -1.545 -1.638 -2.339
H -0.919 -0.277 -2.677
H 0.794 0.109 -0.091
*
```

Calculated values
LUMO	-3.29	eV
orbital gap	12.1	eV

***

Entry three
Below is a 4-piece molecular cluster, H10NO3 overall, with properties calculated with ωB97M-V/def2-TZVPD.

Geometry as ORCA input:
```
! wB97M-V def2-TZVPD RIJCOSX def2/J DEFGRID3
* xyz 1 1
H -0.065 -1.172 -1.055
H 1.390 -0.520 0.079
H 3.161 0.318 1.097
H 3.720 0.734 -0.266
H -0.246 -0.253 0.303
H -1.414 1.817 1.317
H 0.114 2.148 1.010
H -3.320 -0.026 -1.049
O 2.879 0.515 0.242
O -2.863 -0.849 -1.346
H 0.480 -1.829 0.482
O -0.595 1.476 1.006
H -3.583 -1.386 -1.755
N 0.341 -0.973 -0.064
*
```

Calculated values
LUMO	-3.32	eV
orbital gap	11.7	eV

***

Entry four
Below is a 4-piece molecular cluster, H10NO3 overall, with properties calculated with ωB97M-V/def2-TZVPD.

Geometry as ORCA input:
```
! wB97M-V def2-TZVPD RIJCOSX def2/J DEFGRID3
* xyz 1 1
O -0.908 0.623 1.912
H -0.447 -1.411 -0.615
H -0.638 1.453 2.320
O -0.723 1.139 -2.702
N -0.111 -0.434 -0.568
H -1.778 0.419 2.266
H -0.413 -0.087 0.372
H 0.889 -0.491 -0.696
H -0.602 0.759 -3.577
H 1.615 -1.658 2.448
H -0.490 0.214 -1.289
H -0.574 2.086 -2.708
H 2.522 -1.408 1.238
O 1.656 -1.203 1.600
*
```

Calculated values
LUMO	-3.16	eV
orbital gap	12.3	eV

***

Short version: entry four is the most stable of them.

***

Entry one
Below is a 2-piece molecular cluster, C3H4S2 overall, with properties calculated with ωB97M-V/def2-TZVPD.

Geometry as ORCA input:
```
! wB97M-V def2-TZVPD RIJCOSX def2/J DEFGRID3
* xyz 0 1
C 2.184 0.630 -0.339
H -4.307 1.325 0.097
H 3.345 -2.710 0.532
C 2.847 -1.782 0.274
H 2.882 1.076 -0.883
H -2.462 1.066 -1.107
S 0.744 1.199 0.117
C 2.437 -0.726 -0.100
S -3.029 0.658 0.091
*
```

Calculated values
LUMO	-1.04	eV
SMILES string	C#CC=S.S
orbital gap	8.0	eV

***

Entry two
Below is C3H4S2 in the gas phase, with properties calculated with ωB97M-V/def2-TZVPD.

Geometry as ORCA input:
```
! wB97M-V def2-TZVPD RIJCOSX def2/J DEFGRID3
* xyz 0 1
C 0.624 0.063 0.289
H 0.515 2.013 -0.690
C -0.089 1.201 -0.080
C 0.980 -1.160 0.261
H 0.943 -2.827 1.483
H -0.723 1.695 0.705
S -1.372 0.575 -1.389
S 1.717 -2.609 0.407
H -2.594 1.050 -0.986
*
```

Calculated values
LUMO	0.59	eV
SMILES string	SC#CCS
orbital gap	9.0	eV

***

Entry three
Below is a 2-piece molecular cluster, C3H4S2 overall, with properties calculated with ωB97M-V/def2-TZVPD.

Geometry as ORCA input:
```
! wB97M-V def2-TZVPD RIJCOSX def2/J DEFGRID3
* xyz 0 1
S 1.886 1.326 -0.117
C 0.626 -0.076 0.257
C -0.599 0.375 -0.148
H -2.634 0.766 -0.930
H 2.931 0.401 -0.271
C -1.752 0.561 -0.371
H 0.393 -2.484 -0.383
S 1.383 -1.551 -0.164
H 0.360 -0.148 2.234
*
```

Calculated values
LUMO (spin up / spin down)	-0.49 / -0.84	eV
orbital gap (spin up / spin down)	7.7 / 8.3	eV

***

Entry four
Below is C3H4S2 in the gas phase, with properties calculated with ωB97M-V/def2-TZVPD.

Geometry as ORCA input:
```
! wB97M-V def2-TZVPD RIJCOSX def2/J DEFGRID3
* xyz 0 1
H -0.526 1.695 0.714
H 1.019 -0.166 1.590
C -1.067 0.265 -0.537
S -2.395 -0.402 0.110
H 0.591 1.691 -0.632
S 2.395 -0.388 -0.148
C -0.005 1.049 0.044
H -1.129 0.188 -1.590
C 1.081 0.224 0.582
*
```

Calculated values
LUMO	-0.90	eV
SMILES string	S=CCC=S
orbital gap	8.0	eV

***

Short version: entry four is the most stable of them.

***

Entry one
Below is C3H4S2 in the gas phase, with properties calculated with ωB97M-V/def2-TZVPD.

Geometry as ORCA input:
```
! wB97M-V def2-TZVPD RIJCOSX def2/J DEFGRID3
* xyz 0 1
H -0.455 0.103 1.129
S 3.415 -1.148 0.197
H 0.944 1.617 -0.353
C 1.084 0.504 -0.222
H -0.913 -0.139 -0.799
H 0.096 -1.192 0.122
S 4.074 0.808 0.022
C 2.260 0.008 -0.079
C -0.151 -0.227 0.075
*
```

Calculated values
LUMO	0.09	eV
SMILES string	CC=C1SS1
orbital gap	8.5	eV

***

Entry two
Below is C3H4S2 in the gas phase, with properties calculated with ωB97M-V/def2-TZVPD.

Geometry as ORCA input:
```
! wB97M-V def2-TZVPD RIJCOSX def2/J DEFGRID3
* xyz 0 1
C -0.470 0.473 1.225
S 1.907 -0.212 0.154
H -1.955 0.426 2.817
H -2.421 -0.549 1.192
C 0.218 0.177 -0.115
S -0.786 -0.106 -1.536
C -1.715 0.071 1.720
H 0.329 0.807 1.865
H -2.092 0.081 -0.736
*
```

Calculated values
LUMO	-1.10	eV
SMILES string	C=CC(=S)S
orbital gap	7.7	eV

***

Short version: entry one is the most stable of them.